(1)
{"formula": "CHF3GaNO6S2", "method": "ωB97M-V/def2-TZVPD", "fmax_ha_per_bohr": 0.1051, "e_tot_ha": -3565.42154, "elements": ["N", "S", "O", "O", "S", "O", "O", "C", "F", "F", "F", "O", "Ga", "O", "H"], "xyz": [[-0.39, 0.54, 0.65], [0.88, 1.86, 0.48], [0.33, 2.90, 1.42], [2.05, 1.13, 1.07], [-0.49, -0.57, -0.42], [-0.41, -0.14, -1.85], [-1.82, -1.21, -0.10], [0.72, -1.96, -0.21], [1.74, -1.74, -1.02], [1.12, -1.98, 1.05], [0.15, -3.11, -0.50], [-2.98, 1.44, -0.93], [-2.49, 0.51, 0.55], [-3.26, 2.23, 0.49], [-2.67, 2.99, 0.43]]}


(2)
{"formula": "C11H25N5O4", "method": "ωB97M-V/def2-TZVPD", "relative_energy_kj_mol": 224.7, "fmax_ha_per_bohr": 0.1118, "smiles": "[H]/N=C(\\N)NCCC[C@H](N)C(=O)O.CC(C)[C@H](N)C(=O)O", "elements": ["C", "C", "C", "C", "C", "C", "C", "C", "C", "C", "C", "H", "H", "H", "H", "H", "H", "H", "H", "H", "H", "H", "H", "H", "H", "H", "H", "H", "H", "H", "H", "H", "H", "H", "H", "H", "N", "N", "N", "N", "N", "O", "O", "O", "O"], "xyz": [[1.34, -1.88, 1.03], [-0.04, -2.37, 0.63], [1.31, -0.48, 1.72], [0.34, -0.43, 2.87], [2.73, -0.10, 2.12], [1.29, 0.46, -2.44], [1.48, 1.88, -3.07], [0.65, 0.42, -1.05], [-0.79, 0.89, -1.23], [-1.68, 0.72, -0.03], [-4.07, 0.94, 0.19], [1.87, -1.66, -0.92], [2.63, -2.80, -0.23], [1.68, -2.55, 1.72], [0.96, 0.29, 1.05], [-0.73, -0.48, 2.59], [0.46, 0.52, 3.35], [0.52, -1.17, 3.63], [3.12, -0.77, 2.90], [3.40, -0.21, 1.21], [2.79, 0.92, 2.46], [-0.22, -2.98, 2.50], [3.20, -0.12, -2.98], [3.08, 0.83, -1.70], [0.79, -0.24, -3.20], [1.18, 1.18, -0.53], [0.68, -0.43, -0.52], [-1.30, 0.38, -2.08], [-0.76, 1.97, -1.44], [-1.47, 1.44, 0.79], [-1.69, -0.18, 0.37], [-2.92, 1.97, -0.93], [-5.59, 1.68, 0.89], [-4.11, -1.15, 0.55], [-5.43, -0.35, 0.97], [0.76, 3.29, -3.88], [2.30, -1.86, -0.07], [2.70, 0.02, -2.13], [-2.95, 1.05, -0.64], [-4.79, 1.98, 0.37], [-4.51, -0.29, 0.77], [-0.50, -2.25, -0.51], [-0.71, -3.02, 1.59], [2.47, 2.56, -2.83], [0.55, 2.39, -3.86]]}